Entry from OMol25: a 14-piece molecular cluster, H28O14 overall (ωB97M-V/def2-TZVPD).

Each line ends with the Löwdin charge.
Element x y z (Å)
O1 -2.37710 -0.21799 -1.18919  -0.1018
O2 -2.32448 -4.13425 0.68488  -0.0110
O3 -2.46780 -1.82401 3.00581  -0.0656
O4 0.26096 3.03167 3.80572  -0.0121
O5 2.24139 -0.01195 -2.77528  -0.0791
O6 -0.97359 3.70504 -2.31276  -0.0478
O7 -4.94020 -1.60637 -1.80059  -0.0744
O8 3.30196 -1.92904 -0.90007  -0.1007
O9 1.51949 2.39245 -3.59577  -0.0412
O10 -2.36977 2.79002 -0.32862  -0.0647
O11 3.30742 1.63490 0.54619  -0.1307
O12 1.55097 1.14326 2.53730  -0.0949
O13 1.23846 -3.84044 -0.24391  -0.0887
O14 0.67446 -1.61290 2.74653  -0.1060
H1 -1.57739 -4.46149 0.18000  0.0415
H2 -2.52295 -3.24879 0.57617  -0.0298
H3 0.78699 -1.92172 3.72587  0.1184
H4 1.42922 0.15734 2.37798  0.0360
H5 -1.75342 -1.20528 2.74316  0.0277
H6 -0.96417 2.96285 -1.72973  -0.0099
H7 0.33778 3.21407 2.97218  -0.0961
H8 1.51954 3.20510 -3.09839  0.0373
H9 -4.58272 -2.51240 -1.87125  0.0438
H10 1.87641 1.38677 1.66136  -0.0179
H11 2.49386 0.59491 -3.52299  0.0519
H12 -3.12048 3.34747 -0.18208  0.0458
H13 -2.17436 -0.31968 -0.27606  -0.0111
H14 -1.87535 2.63177 0.53928  0.1008
H15 -4.33179 -1.19440 -1.17731  -0.0158
H16 1.58992 2.70774 -4.49896  0.0559
H17 -0.94133 3.30103 -3.16016  0.0119
H18 3.54506 -1.42243 -1.75234  0.0732
H19 0.27981 2.05709 3.87064  0.0380
H20 1.46441 -4.56579 0.28857  -0.0149
H21 -2.76086 -2.44075 2.32977  0.0010
H22 -3.04564 0.63583 -1.07470  0.1290
H23 4.31541 1.74585 0.63154  0.0977
H24 2.54834 0.51497 -2.03931  0.0039
H25 3.00521 2.64839 0.64844  0.1306
H26 2.23734 -3.52004 -0.19127  0.0776
H27 0.92551 -2.52225 2.40759  0.0684
H28 2.65350 -1.29653 -0.55824  0.0241

Results
HOMO   -0.4019 hartree
Kohn-Sham gap   10.55 eV
2S+1   1
Calculated total energy   -1070.03227 Ha
Max |F|   8.37 eV Å⁻¹


Entry from OMol25: C4H8NO as an isolated structure (ωB97M-V/def2-TZVPD).

Each line ends with the Löwdin charge.
Element x y z (Å)
O1 -1.85406 -0.82434 -0.63372  -0.0395
N1 0.01897 0.33254 0.48675  0.0016
C1 0.78857 0.76354 1.59147  0.0069
C2 0.64544 -0.60804 -1.77933  0.0124
C3 -0.11621 -0.25212 -0.60393  -0.0122
C4 -0.68468 0.59072 1.71413  0.0345
H1 1.31841 1.84597 1.55365  0.2011
H2 1.71524 -0.31681 -1.86446  0.1260
H3 1.44583 0.13021 1.99209  0.0874
H4 -1.95736 -0.63054 -1.60512  0.0731
H5 -1.42268 1.42818 1.60133  0.1747
H6 -0.96418 -0.26089 2.18104  0.1043
H7 0.26450 -0.54150 -2.81390  0.1274
H8 0.80221 -1.65691 -1.81999  0.1023

Results
HOMO   -0.5839 hartree
Kohn-Sham gap   11.19 eV
2S+1   1
Charge   +1
Calculated total energy   -286.78867 Ha
Max |F|   6.47 eV Å⁻¹


Entry from OMol25: a 2-piece molecular cluster, C21H30N3O overall (ωB97M-V/def2-TZVPD).

Each line ends with the Löwdin charge.
Element x y z (Å)
O1 1.18916 -2.20559 1.94019  0.0851
N1 -0.95736 1.68720 -1.52989  -0.0356
N2 -1.99546 -1.42877 3.30427  -0.0312
N3 -0.99874 -3.35501 3.43954  -0.0291
C1 -3.24812 2.23537 -1.51961  -0.1583
C2 -2.94294 -2.35366 3.71741  0.0139
C3 -3.03977 1.01512 -2.42319  -0.1335
C4 1.99331 4.03742 0.46398  -0.0623
C5 0.43652 -1.46964 2.61098  -0.2888
C6 -1.82891 2.76880 -1.21035  -0.2266
C7 1.60008 4.83988 1.54609  -0.0544
C8 -1.57984 -1.01637 -4.15868  -0.0766
C9 1.45723 0.60541 1.85901  0.0176
C10 1.62823 2.04120 1.81133  -0.2165
C11 -0.78857 -2.03709 3.19120  -0.0822
C12 -2.32494 -3.55139 3.79456  0.0171
C13 -1.55451 0.60248 -2.22611  -0.3581
C14 -0.05472 -4.44969 3.33030  0.0206
C15 2.04765 2.65514 0.60501  -0.0319
C16 -2.33760 -0.04909 3.01543  0.0199
C17 1.28030 4.24936 2.77696  -0.0627
C18 0.60939 -0.05194 -3.37897  -0.0780
C19 1.30209 2.86224 2.91915  -0.0227
C20 0.70591 -0.03927 2.78672  -0.0450
C21 -0.88191 0.19850 -3.55508  -0.4071
H1 2.26180 4.49058 -0.49095  0.1141
H2 0.79320 -0.89980 -2.70402  0.0834
H3 -3.70922 0.18240 -2.18397  0.1115
H4 1.11696 0.83543 -2.98379  0.0620
H5 -3.17933 -0.02270 2.30932  0.1146
H6 -3.21384 1.29997 -3.47056  0.1147
H7 -1.50294 -1.87930 -3.48303  0.0837
H8 -1.63900 3.67365 -1.82389  0.1090
H9 -1.01793 1.05249 -4.24311  0.1442
H10 -1.71368 3.07611 -0.15814  0.1000
H11 -2.64435 0.46500 3.93790  0.1181
H12 2.39660 2.01199 -0.20712  0.1175
H13 -1.11317 -1.28766 -5.11275  0.0822
H14 1.01376 4.87226 3.63153  0.1116
H15 -1.49572 0.48619 2.56766  0.0819
H16 1.55402 5.92365 1.43166  0.1134
H17 -0.12370 -5.07003 4.23368  0.1110
H18 -3.87232 2.99519 -1.99607  0.1071
H19 -1.51915 -0.29378 -1.57799  0.1335
H20 -0.30138 -5.07762 2.46146  0.1203
H21 0.27842 0.43414 3.67293  0.1129
H22 1.05655 -0.28087 -4.35318  0.0823
H23 -2.64179 -0.82306 -4.34829  0.0729
H24 -3.97109 -2.08145 3.88766  0.1444
H25 0.95622 -4.05659 3.21176  0.0950
H26 0.03556 1.75330 -1.35708  0.0936
H27 2.00965 0.00928 1.12687  0.1400
H28 -3.73211 1.92540 -0.58724  0.0962
H29 1.07339 2.39566 3.88064  0.1106
H30 -2.71489 -4.51992 4.05357  0.1446

Results
HOMO   -0.3675 hartree
Kohn-Sham gap   5.66 eV
2S+1   1
Charge   +1
Calculated total energy   -1057.45182 Ha
Max |F|   3.28 eV Å⁻¹


Entry from OMol25: an isolated molecule of C6H12O (ωB97M-V/def2-TZVPD).

Each line ends with the Löwdin charge.
Element x y z (Å)
O1 0.81708 -1.25955 -0.73061  -0.0970
C1 -2.25438 0.55338 0.13110  -0.0876
C2 -0.61098 -1.17851 -0.78023  -0.1762
C3 1.36056 -0.34568 0.24223  -0.3878
C4 0.19556 0.47356 0.77897  -0.1140
C5 2.44329 0.48199 -0.41194  -0.0491
C6 -1.04922 -0.33428 0.41724  -0.3661
H1 -1.27253 -0.72324 -1.69075  0.1516
H2 1.79876 -0.93162 1.06283  0.1434
H3 0.28073 0.63913 1.85550  0.1233
H4 -2.51433 1.14039 1.01846  0.0788
H5 2.89499 1.16594 0.31643  0.0853
H6 -1.31822 -1.03520 1.20746  0.1371
H7 -3.11615 -0.06401 -0.14468  0.0792
H8 -2.05013 1.27338 -0.67470  0.0831
H9 2.01937 1.06443 -1.23661  0.0865
H10 3.20914 -0.18127 -0.81934  0.0797
H11 -0.99763 -2.19713 -0.83752  0.1096
H12 0.16410 1.45828 0.29616  0.1199

Results
HOMO   -0.3451 hartree
SMILES string   C[C@H]1CO[C@@H](C)C1
Kohn-Sham gap   10.50 eV
2S+1   1
Calculated total energy   -311.02654 Ha
Max |F|   2.86 eV Å⁻¹


Entry from OMol25: BeH17O9 as an isolated structure (ωB97M-V/def2-TZVPD).

Each line ends with the Löwdin charge.
Element x y z (Å)
O1 11.18961 -10.96202 -8.27471  -0.0577
O2 12.32355 -12.06052 -11.03104  -0.0140
O3 13.22362 -12.84495 -8.35144  -0.1855
O4 10.71311 -14.29317 -8.39639  -0.0569
O5 13.44839 -15.03030 -11.26397  -0.0334
O6 15.48231 -11.48398 -7.49184  0.0825
O7 15.64648 -13.99856 -8.23375  0.0708
O8 14.48804 -13.16127 -5.86636  0.0915
O9 14.56361 -10.87076 -10.16228  -0.0429
Be1 14.52953 -12.86106 -7.51762  0.0804
H1 13.75215 -11.30131 -10.36760  -0.0410
H2 11.41166 -11.83111 -10.78697  0.1003
H3 13.70063 -13.62462 -5.45379  0.1783
H4 15.94066 -13.81650 -9.16807  0.1529
H5 16.39827 -11.47515 -7.19481  0.1292
H6 15.43163 -10.85465 -8.22058  0.0984
H7 14.99460 -10.57716 -10.98987  0.0782
H8 11.54696 -13.86908 -8.18596  -0.0335
H9 12.37562 -11.73458 -11.89993  0.0624
H10 10.92061 -10.66353 -7.38948  0.0586
H11 14.07775 -14.53025 -11.76724  0.0170
H12 12.86434 -14.29885 -11.03773  -0.0007
H13 11.85777 -11.64718 -8.23925  -0.0427
H14 10.11392 -13.55261 -8.18137  0.0440
H15 12.85544 -12.81334 -9.24560  0.0018
H16 15.24136 -13.65866 -5.48814  0.1400
H17 16.47079 -14.38069 -7.90201  0.1217

Results
HOMO   -0.4964 hartree
Kohn-Sham gap   9.41 eV
2S+1   1
Charge   +1
Calculated total energy   -702.00554 Ha
Max |F|   2.79 eV Å⁻¹


Entry from OMol25: an isolated ion of composition C7H12NO2 and charge +1 (ωB97M-V/def2-TZVPD).

Each line ends with the Löwdin charge.
Element x y z (Å)
O1 0.85136 -2.05554 -1.15847  -0.0665
O2 0.31808 1.68275 0.68857  0.0681
N1 -2.83568 -0.47904 0.88224  0.0615
C1 -0.66437 -0.28377 -0.52363  -0.1887
C2 -1.79154 -1.31613 0.20043  -0.1097
C3 0.57070 0.59043 0.00278  -0.0996
C4 -0.08354 -1.13417 -1.67456  -0.2700
C5 2.58356 1.31961 0.57527  0.0816
C6 1.55599 2.24482 1.10563  -0.0998
C7 1.95009 0.30827 -0.07234  0.0490
H1 -2.46469 0.23899 1.52331  0.1466
H2 1.63507 3.26173 0.70122  0.1652
H3 -3.44004 -1.11054 1.41662  0.1558
H4 -3.39913 -0.01665 0.15978  0.1503
H5 0.41375 -0.47968 -2.40662  0.1236
H6 0.77992 -2.89733 -1.61766  0.1087
H7 3.63590 1.46608 0.71445  0.1366
H8 2.35615 -0.55870 -0.55643  0.1275
H9 -0.91100 -1.64738 -2.16316  0.1208
H10 -1.32114 0.47370 -0.96742  0.1284
H11 1.56338 2.31121 2.20065  0.1653
H12 -1.30282 -1.91866 0.96935  0.0454

Results
HOMO   -0.3953 hartree
Kohn-Sham gap   5.84 eV
2S+1   1
Charge   +1
Calculated total energy   -478.76188 Ha
Max |F|   3.56 eV Å⁻¹


Which value of max |F| does entry 5 give? 2.79 eV Å⁻¹